Computed, not measured: a 13-piece molecular cluster, C38H91Cl6O30P5 overall at a distorted geometry, with ωB97M-V with the def2-TZVPD basis set.

Values from the calculation:
Molecular weight   1395.704 g/mol
Frontier orbital gap   10.5 eV
E_HOMO   -10.10 eV
Total charge   0

Last column: Mulliken charge in e.
Atoms and positions in Å:
C  4.9843  11.5215  27.4992  0.51
Cl  3.8733  12.9114  27.2394  -0.20
Cl  4.6102  10.5795  28.9445  -0.16
H  4.8394  10.8929  26.6352  -0.48
H  5.9626  11.9747  27.5856  0.37
C  2.9618  6.6911  21.2510  0.42
Cl  3.6796  6.3781  22.8379  -0.12
Cl  4.1449  7.4222  20.1021  -0.16
H  2.5621  5.7998  20.7817  0.47
H  2.1442  7.3898  21.4008  -0.67
C  4.3144  13.7448  18.4222  0.51
Cl  4.9184  15.3746  18.6804  -0.17
Cl  4.6207  12.6468  19.7420  -0.15
H  3.2356  13.8164  18.3064  -0.51
H  4.7986  13.2802  17.5692  0.43
C  2.3840  8.3319  14.5088  -0.49
O  3.3687  9.3005  14.8169  -0.42
P  3.1365  10.4071  15.9526  0.67
O  4.2137  11.3891  16.1139  -0.71
O  1.7203  11.0625  15.5970  -0.08
C  1.6408  12.0510  14.6002  -0.81
O  2.8269  9.5787  17.2977  0.04
C  2.8725  10.1987  18.5766  0.20
H  1.7612  8.5623  13.6379  0.24
H  1.6987  8.2121  15.3490  0.16
H  2.8406  7.3835  14.2275  0.26
H  0.9024  12.7963  14.9007  0.17
H  1.3779  11.7267  13.5902  0.29
H  2.5614  12.6292  14.4754  0.36
H  2.1648  9.7192  19.2533  -0.13
H  2.5389  11.2239  18.4042  -0.21
H  3.8299  10.1742  19.0868  0.46
C  -0.7622  11.3026  19.0749  -0.16
O  -1.2344  12.6005  18.7369  -0.41
P  -0.2842  13.8604  18.8958  1.10
O  1.0277  13.7566  18.2425  -0.89
O  -1.1986  15.0874  18.4703  -0.32
C  -1.8331  15.0959  17.1997  -0.71
O  -0.2891  13.9343  20.5018  -0.10
C  0.8410  14.3610  21.2618  -0.56
H  0.0840  11.3031  19.7711  0.17
H  -0.5111  10.7908  18.1496  0.27
H  -1.4863  10.7545  19.6805  0.08
H  -2.8758  15.3988  17.2995  0.27
H  -1.8335  14.1232  16.7050  0.33
H  -1.3289  15.8221  16.5601  0.28
H  0.9617  13.6444  22.0761  0.00
H  0.5710  15.3219  21.6976  0.36
H  1.7620  14.4315  20.6848  0.16
C  -4.1346  10.2174  20.9516  -0.51
O  -4.3955  11.6033  20.9813  -0.25
P  -4.7895  12.4125  22.3276  0.86
O  -3.8037  12.3672  23.3917  -0.47
O  -6.1789  11.7395  22.7197  -0.37
C  -7.2363  11.7647  21.7629  -0.70
O  -5.1030  13.8757  21.7598  -0.42
C  -4.0102  14.5956  21.2375  -0.78
H  -3.1344  10.0191  21.3408  -0.05
H  -4.1820  9.7832  19.9559  0.37
H  -4.8020  9.6176  21.5757  0.43
H  -6.9568  12.2098  20.8105  0.30
H  -8.1836  12.1625  22.1243  0.28
H  -7.4965  10.7240  21.5405  0.29
H  -4.3271  15.6051  20.9651  0.35
H  -3.4663  14.2197  20.3683  0.27
H  -3.2712  14.7835  22.0247  0.30
C  -4.1861  10.7782  26.5851  -0.48
O  -2.7793  10.7173  26.8467  -0.19
P  -2.2152  9.5303  27.7234  0.97
O  -2.8321  9.3218  29.0313  -0.78
O  -0.6440  9.8512  27.7851  -0.23
C  0.0513  9.1563  28.8339  -0.59
O  -2.2989  8.2302  26.7581  -0.36
C  -2.0405  8.3905  25.3553  -0.15
H  -4.2891  11.1836  25.5799  -0.04
H  -4.7400  11.3977  27.2889  0.30
H  -4.6251  9.7797  26.6426  0.36
H  0.6134  9.8758  29.4246  0.35
H  0.7550  8.4566  28.3772  -0.07
H  -0.5216  8.5395  29.5237  0.46
H  -0.9888  8.6667  25.3210  -0.08
H  -2.7421  9.0970  24.9185  0.37
H  -2.1092  7.4582  24.7936  0.22
C  2.8585  8.8372  25.2032  0.11
O  1.9267  8.5751  24.1450  0.50
P  1.3315  9.8460  23.3612  -1.50
O  1.0548  9.5687  21.9436  0.98
O  0.1496  10.3594  24.2903  0.03
C  -0.8351  11.2860  23.8378  0.00
O  2.3976  10.9877  23.5759  -0.05
C  3.2790  11.4311  22.5511  -0.35
H  3.6066  8.0446  25.1309  -0.33
H  2.4776  8.7530  26.2205  -0.27
H  3.4737  9.7231  25.0855  0.26
H  -0.4632  11.8045  22.9476  -0.13
H  -1.0529  12.1370  24.4852  0.27
H  -1.7695  10.7676  23.6421  0.05
H  3.1134  10.8951  21.6158  -0.01
H  4.3269  11.2802  22.8135  0.37
H  3.0918  12.4867  22.3637  0.04
O  6.0961  9.2365  25.8658  -0.45
C  6.7517  8.4457  25.2058  0.77
O  7.8798  8.7696  24.6204  -0.36
C  8.1891  10.1556  24.4513  -0.13
C  9.1995  10.2804  23.3175  -1.18
C  6.3685  7.0028  25.1526  -0.44
H  8.6447  10.5335  25.3738  0.27
H  7.2724  10.7412  24.3830  0.23
H  8.7464  9.7064  22.5059  0.31
H  10.1493  9.8060  23.5540  0.31
H  9.3578  11.3223  23.0533  0.37
H  5.4477  6.9297  25.7352  -0.34
H  6.9014  6.3004  25.8001  0.39
H  6.4191  6.7609  24.0927  0.29
O  2.4063  7.3264  30.1548  -0.59
C  3.1932  6.6422  29.5719  0.15
O  3.5294  5.3878  29.9368  -0.18
C  3.1113  4.9117  31.2266  -0.31
C  3.9562  3.6665  31.4543  -1.15
C  3.9483  7.0394  28.3228  0.29
H  2.0373  4.7305  31.2515  0.32
H  3.3751  5.6870  31.9485  0.39
H  3.8991  3.2893  32.4739  0.39
H  4.9848  3.9727  31.2670  0.31
H  3.6577  2.9003  30.7406  0.22
H  3.3169  6.6895  27.5031  -0.18
H  4.9671  6.6617  28.2892  0.53
H  4.0383  8.1219  28.2387  -0.18
O  -0.7205  3.3029  27.8532  -0.55
C  0.4602  3.1919  28.0378  0.79
O  1.3856  3.7961  27.2677  -0.40
C  0.8765  4.6257  26.2357  -0.74
C  0.5383  6.0369  26.7268  0.93
C  1.0258  2.3314  29.1253  -0.99
H  -0.0530  4.2213  25.8296  0.52
H  1.5884  4.7235  25.4179  0.29
H  -0.0682  6.4902  25.9444  -0.42
H  1.4959  6.5496  26.8534  -0.77
H  0.0369  6.0719  27.6913  0.55
H  1.0805  2.8527  30.0782  0.13
H  1.9851  1.8970  28.8434  0.29
H  0.3712  1.4699  29.2509  0.38
O  2.7819  16.6131  22.2144  -0.57
C  3.9691  16.7200  22.1331  0.84
O  4.6778  17.7458  21.6374  -0.30
C  3.8750  18.7860  21.0635  -0.20
C  4.4909  20.1503  21.3080  -1.17
C  4.8573  15.5337  22.4807  -0.71
H  2.8370  18.8949  21.3804  0.28
H  3.8292  18.5576  19.9967  0.29
H  3.8498  20.9897  21.0526  0.38
H  5.4433  20.2071  20.7800  0.28
H  4.6548  20.2099  22.3875  0.31
H  4.8855  14.7475  21.7272  -0.02
H  4.4139  15.0413  23.3454  0.28
H  5.8646  15.9138  22.6413  0.33
O  -2.0212  7.5161  20.6138  -0.64
C  -0.8537  7.3315  20.3817  0.53
O  -0.1182  6.3674  20.9098  -0.32
C  -0.5822  5.6796  22.0725  0.12
C  0.2802  4.5245  22.5327  -1.13
C  -0.1056  8.0872  19.2961  0.11
H  -1.5241  5.2188  21.7580  0.44
H  -0.7838  6.4149  22.8534  -0.02
H  1.2690  4.8193  22.8792  0.03
H  0.4279  3.8646  21.6728  0.37
H  -0.2570  3.9429  23.2777  0.43
H  -0.7686  8.3677  18.4840  0.58
H  0.7357  7.5247  18.9012  0.35
H  0.1913  8.9587  19.8902  -0.81